Below is a molecular structure, C34H33N3O4PdSTe, with properties calculated with the ωB97M-V functional and the def2-TZVPD basis.

Last column: Mulliken charge in e.
Geometry (Å):
1 Te 2.00487 1.72810 2.27740  0.60
2 Pd 0.94359 1.59296 -0.26888  -0.42
3 S -0.89706 2.12765 3.91276  0.08
4 O 1.24478 3.78823 -0.27218  -0.39
5 O -2.29010 -0.26638 1.82016  0.24
6 O 2.66153 -3.54184 -0.60778  -0.37
7 O 0.02861 -3.82156 1.48285  -0.35
8 N -1.46990 -2.06581 -0.23382  0.45
9 N 0.82748 -1.81548 -0.35757  0.28
10 N -0.54136 0.07073 -0.34881  0.08
11 C 0.96040 4.07513 -2.60782  0.61
12 C -2.55116 -5.40283 -1.36767  -0.70
13 C -2.12884 1.61407 -1.28718  -0.51
14 C 1.33885 6.02744 -0.97911  -1.69
15 C -3.27562 2.38667 -1.23141  -1.06
16 C 2.38555 0.10130 -0.57703  -1.22
17 C 0.33145 2.27272 6.15658  -0.49
18 C -0.92168 2.33551 5.60174  -0.50
19 C 0.43810 3.11058 -5.16405  -0.52
20 C 0.15930 4.43252 -4.85045  -0.78
21 C -3.24829 -0.57455 2.82924  -1.18
22 C -2.39754 -4.03231 -1.27035  -0.97
23 C -1.80466 0.73007 -0.25590  0.68
24 C 0.99306 2.26380 -4.21024  -0.59
25 C 1.24702 2.74728 -2.94009  0.44
26 C -0.42879 -1.21676 -0.28166  -0.41
27 C 3.60145 -4.63081 -0.70480  -0.98
28 C 1.32886 2.06636 5.19314  -0.47
29 C -0.62614 -3.34436 2.66889  -0.42
30 C 2.05884 -1.28451 -0.52895  1.04
31 C 0.81445 1.96207 3.90545  0.04
32 C -3.80852 1.39638 0.90205  -0.57
33 C 0.43010 4.92163 -3.58246  -0.51
34 C -1.83016 -6.24412 -0.53061  -0.60
35 C -0.83427 -4.33262 0.53561  0.54
36 C -0.97453 -5.70853 0.41670  -0.61
37 C -4.10944 2.27314 -0.12811  -0.84
38 C 3.71169 0.39722 -0.77490  0.47
39 C 4.71747 -0.58362 -0.91713  -1.02
40 C -1.53136 -3.48653 -0.32673  0.51
41 C 4.42617 -1.92718 -0.85698  -0.47
42 C 1.19289 4.56351 -1.23391  0.84
43 C -2.65593 0.61889 0.85764  0.40
44 C 3.10129 -2.29800 -0.66720  1.03
45 H 5.20055 -2.67214 -0.96202  0.52
46 H 4.03513 1.43269 -0.81560  0.52
47 H -1.85526 2.49592 6.11812  0.42
48 H -4.48334 1.32526 1.74286  0.46
49 H 2.05026 6.47649 -1.67125  0.43
50 H -3.22787 -5.81392 -2.10338  0.43
51 H 0.52142 2.38099 7.21342  0.41
52 H -2.36309 -1.59785 -0.29862  0.29
53 H 4.31615 -4.56946 0.11484  0.43
54 H 4.10182 -4.59715 -1.67171  0.39
55 H -3.49546 0.30076 3.43240  0.39
56 H -1.27224 -2.49444 2.43435  -0.10
57 H -1.94042 -7.31648 -0.61047  0.44
58 H 0.23643 2.74289 -6.16127  0.43
59 H -1.20907 -4.14832 3.12050  0.33
60 H 1.75199 2.10015 -2.21482  -0.16
61 H 0.81091 -2.82046 -0.19831  0.00
62 H -5.01240 2.86464 -0.06351  0.45
63 H 2.38360 2.00498 5.41923  0.40
64 H -3.51642 3.05788 -2.04328  0.48
65 H 5.74026 -0.26442 -1.06987  0.45
66 H -2.78276 -1.32218 3.46573  0.23
67 H 0.21374 5.95583 -3.35498  0.41
68 H 1.64774 6.18785 0.04961  0.38
69 H -4.15885 -0.97918 2.38222  0.46
70 H 2.99953 -5.52829 -0.61841  0.26
71 H 1.23334 1.23994 -4.46314  0.47
72 H -0.41198 -6.33609 1.09535  0.51
73 H -1.46501 1.66979 -2.14318  0.50
74 H 0.16228 -3.03534 3.35027  0.33
75 H -2.94409 -3.37387 -1.93399  0.52
76 H -0.26640 5.08709 -5.59829  0.44
77 H 0.37711 6.52031 -1.13923  0.40

Cartesian forces (eV/Å) of the 2 atoms listed first:
Te -0.0077 -0.1622 -0.1900
Pd -0.2119 -0.0571 0.5892

Computed properties:
**Calculated total energy**: -2574.10784 Eh
**LUMO energy (spin up / spin down)**: -4.877 / -7.988 eV
**2S+1**: 5
**Net charge**: +2
**Energy relative to the best compared isomer or geometry (same formula, charge and spin)**: 0.00 kJ/mol
**Kohn-Sham gap (spin up / spin down)**: 7.91 / 5.39 eV